Entry from the Open Molecules 2025 dataset: a structure of composition C42H46N5O6Pt (the ωB97M-V functional and the def2-TZVPD basis).

LUMO energy ... 0.086 Ha
Electronic energy ... -2472.5375 a.u.
HOMO level ... -4.73 eV
Net charge ... -1
HOMO-LUMO gap ... 7.079 eV
Energy above the lowest of the compared OMol25 structures with the same formula, charge and spin ... 40.5 kcal per mole

Last column: Mulliken charge in e.
Positions of all 100 atoms, in Å:
Pt1 0.075 -0.349 -0.162  1.8122
O1 0.135 1.761 -0.074  -0.2375
N1 -0.731 2.697 -0.026  -1.1147
N2 -1.815 2.451 0.610  1.2743
O2 -2.144 1.341 1.157  -0.6877
C1 -2.724 3.566 0.694  0.1338
C2 -2.437 4.801 0.117  -0.5044
C3 -3.354 5.831 0.239  -0.5242
C4 -4.546 5.646 0.930  -0.4448
C5 -4.812 4.417 1.511  -0.5748
C6 -3.902 3.374 1.400  -0.2041
H1 -1.512 4.934 -0.421  0.4321
H2 -3.132 6.791 -0.209  0.3533
H3 -5.256 6.459 1.020  0.3705
H4 -5.732 4.263 2.062  0.3518
H5 -4.064 2.410 1.860  0.4530
C7 2.933 -3.837 -3.388  -1.7983
C8 3.724 -3.464 -2.145  1.5423
C9 5.120 -4.062 -2.137  -1.8335
O3 3.000 -3.909 -1.008  -0.4062
C10 2.709 -2.788 -0.159  1.0070
C11 2.810 -1.633 -1.144  -1.2146
O4 3.845 -2.059 -2.032  -0.5047
C12 3.034 -0.247 -0.515  3.0998
O5 1.963 -0.068 0.361  -0.9449
C13 3.128 0.774 -1.671  0.0103
C14 4.321 1.412 -1.997  -0.4357
C15 4.402 2.284 -3.077  -0.9823
C16 3.286 2.535 -3.857  -0.5855
C17 2.090 1.902 -3.545  -1.0230
C18 2.016 1.031 -2.470  0.4254
C19 4.279 -0.139 0.379  -0.7777
C20 4.229 0.772 1.433  -0.5002
C21 5.307 0.926 2.290  -0.8648
C22 6.458 0.167 2.118  -0.5282
C23 6.519 -0.738 1.069  -1.0649
C24 5.440 -0.884 0.203  0.2125
C25 1.318 -2.972 0.547  2.0903
O6 0.303 -2.350 -0.160  -1.2367
C26 0.968 -4.479 0.601  -0.1052
C27 1.860 -5.434 1.084  0.2445
C28 1.500 -6.768 1.181  -1.0245
C29 0.235 -7.187 0.787  -0.6463
C30 -0.651 -6.252 0.278  -0.9180
C31 -0.283 -4.914 0.184  -0.6069
C32 1.399 -2.515 2.023  -0.1865
C33 0.315 -1.871 2.609  0.1070
C34 0.344 -1.467 3.935  -1.1203
C35 1.458 -1.716 4.721  -0.6656
C36 2.537 -2.383 4.161  -1.0339
C37 2.502 -2.781 2.833  -0.0419
H6 2.751 -4.912 -3.405  0.3599
H7 3.479 -3.544 -4.286  0.3873
H8 1.972 -3.322 -3.368  0.3622
H9 5.068 -5.141 -2.288  0.4191
H10 5.594 -3.864 -1.175  0.3924
H11 5.722 -3.616 -2.930  0.3598
H12 3.500 -2.687 0.586  -0.2529
H13 1.866 -1.568 -1.692  0.7329
H14 5.207 1.236 -1.402  0.3892
H15 5.345 2.767 -3.303  0.4057
H16 3.344 3.217 -4.697  0.3732
H17 1.204 2.090 -4.141  0.4108
H18 1.072 0.554 -2.235  -0.0783
H19 3.320 1.340 1.575  0.4434
H20 5.245 1.639 3.105  0.3998
H21 7.297 0.280 2.794  0.3718
H22 7.410 -1.336 0.919  0.4274
H23 5.511 -1.568 -0.630  0.6243
H24 2.862 -5.146 1.368  0.2238
H25 2.216 -7.487 1.561  0.3946
H26 -0.048 -8.229 0.868  0.3814
H27 -1.635 -6.561 -0.056  0.4299
H28 -0.958 -4.188 -0.246  0.3544
H29 -0.564 -1.659 2.016  0.3430
H30 -0.511 -0.944 4.347  0.4593
H31 1.488 -1.392 5.755  0.3748
H32 3.419 -2.589 4.756  0.4284
H33 3.373 -3.284 2.434  0.1951
C38 -4.528 0.981 -1.526  -1.1735
N3 -3.389 0.117 -1.811  0.2215
C39 -2.279 0.778 -2.485  -1.0639
C40 -3.071 -0.840 -0.876  0.9036
N4 -1.869 -1.072 -0.498  -0.1139
N5 -4.152 -1.570 -0.400  0.1429
C41 -5.061 -2.168 -1.361  -1.2929
C42 -3.947 -2.367 0.792  -1.0652
H34 -4.372 1.557 -0.613  0.2480
H35 -5.448 0.408 -1.426  0.3322
H36 -4.646 1.675 -2.357  0.4231
H37 -2.672 1.279 -3.371  0.4241
H38 -1.545 0.035 -2.787  0.2426
H39 -1.774 1.508 -1.853  0.1769
H40 -1.742 -1.967 -0.034  -0.1704
H41 -4.983 -1.653 -2.315  0.4383
H42 -6.093 -2.106 -1.006  0.3202
H43 -4.817 -3.226 -1.520  0.3458
H44 -3.325 -1.822 1.499  0.2654
H45 -3.475 -3.337 0.579  0.3580
H46 -4.916 -2.557 1.258  0.3464

***

Entry from the Open Molecules 2025 dataset: a structure of composition C42H47AlNO5PSTe (the ωB97M-V functional and the def2-TZVPD basis).

LUMO energy (alpha / beta) ... -0.089 / -0.144 Ha
Electronic energy ... -3309.4072 a.u.
Multiplicity ... 2
HOMO level (alpha / beta) ... -9.79 / -10.10 eV
Net charge ... +1
HOMO-LUMO gap (alpha / beta) ... 7.372 / 6.183 eV
Energy above the lowest of the compared OMol25 structures with the same formula, charge and spin ... 96.9 kcal per mole

Last column: Mulliken charge in e.
Positions of all 99 atoms, in Å:
Al1 1.133 -0.376 -1.961  -0.9894
O1 -2.508 -1.849 -2.152  -0.5912
S1 -1.339 -0.523 -0.204  1.0356
O2 0.584 -0.936 2.071  -0.7858
O3 -0.242 -1.183 -2.414  -0.5717
C1 -2.173 0.887 -0.989  0.6440
C2 -3.533 0.867 -1.263  -0.2228
C3 -4.168 2.038 -1.638  -0.9998
C4 -3.456 3.228 -1.718  -0.9547
C5 -2.086 3.222 -1.527  -0.1657
C6 -1.414 2.042 -1.206  -1.3256
P1 0.417 1.963 -1.334  1.3134
C7 1.051 2.662 0.205  0.6822
C8 2.435 2.771 0.359  -0.4377
C9 2.965 3.321 1.514  -0.8729
C10 2.117 3.748 2.531  -0.7487
C11 0.743 3.616 2.393  -0.5607
C12 0.205 3.073 1.232  -0.5220
C13 0.725 3.222 -2.632  0.1722
C14 1.400 4.418 -2.421  -0.5694
C15 1.525 5.339 -3.461  -0.6798
C16 0.971 5.071 -4.703  -0.6342
C17 0.301 3.869 -4.922  -0.6599
C18 0.186 2.946 -3.896  -0.4740
H1 -4.111 -0.045 -1.198  0.4781
H2 -5.230 2.018 -1.853  0.4543
H3 -3.961 4.150 -1.976  0.4823
H4 -1.524 4.138 -1.657  0.5590
H5 3.096 2.424 -0.429  0.5077
H6 4.038 3.416 1.627  0.4941
H7 2.531 4.182 3.433  0.4226
H8 0.081 3.933 3.192  0.4210
H9 -0.871 2.973 1.129  0.2671
H10 1.815 4.646 -1.447  0.4168
H11 2.049 6.273 -3.290  0.4383
H12 1.055 5.799 -5.502  0.4077
H13 -0.137 3.659 -5.892  0.4760
H14 -0.342 2.009 -4.061  0.6605
C19 4.018 0.457 -4.986  -0.7201
C20 4.609 -0.620 -4.061  -0.5834
C21 3.367 -1.289 -3.529  -0.4353
O4 2.447 -0.158 -3.311  0.6872
C22 2.766 0.930 -4.253  -0.1962
H15 3.753 0.017 -5.947  0.3285
H16 4.700 1.285 -5.164  0.3854
H17 5.174 -0.164 -3.247  0.1991
H18 5.253 -1.324 -4.584  0.4198
H19 3.487 -1.813 -2.583  0.3297
H20 2.921 -1.960 -4.263  0.3906
H21 2.935 1.832 -3.672  0.2174
H22 1.917 1.090 -4.909  0.2808
C23 4.409 -0.194 -0.111  -1.1807
C24 3.101 -0.854 0.272  1.2726
O5 3.110 -1.589 1.310  -0.6919
N1 1.995 -0.673 -0.422  0.2321
Te1 0.831 -2.408 0.782  0.3067
C25 -0.561 -3.761 1.787  0.5715
C26 -0.924 -3.842 3.146  0.8732
C27 -0.390 -2.922 4.223  -1.4211
C28 -1.779 -4.862 3.558  -0.7501
C29 -2.258 -5.825 2.685  0.5879
C30 -3.174 -6.927 3.151  -1.5846
C31 -1.837 -5.770 1.360  -0.8490
C32 -0.995 -4.774 0.897  0.8369
C33 -0.555 -4.872 -0.560  -1.8612
C34 -0.583 -0.301 2.373  1.5112
C35 -0.629 0.299 3.637  0.7175
C36 0.584 0.277 4.535  -1.9395
C37 -1.803 0.921 4.032  -0.4262
C38 -2.955 0.957 3.240  0.2366
C39 -4.232 1.607 3.723  -1.6957
C40 -2.879 0.409 1.973  -0.6159
C41 -1.701 -0.185 1.522  -0.3288
C42 -2.473 -1.888 -0.783  -0.6506
H23 4.698 0.502 0.680  0.3447
H24 4.306 0.350 -1.050  -0.0584
H25 5.201 -0.941 -0.194  0.4352
H26 0.615 -2.577 3.996  0.1423
H27 -0.359 -3.448 5.178  0.5525
H28 -1.032 -2.049 4.353  0.1687
H29 -2.056 -4.913 4.609  0.3656
H30 -3.424 -6.818 4.207  0.3562
H31 -2.701 -7.903 3.012  0.3520
H32 -4.102 -6.931 2.576  0.3487
H33 -2.176 -6.536 0.666  0.4418
H34 -1.298 -5.417 -1.141  0.3986
H35 0.386 -5.424 -0.635  0.3523
H36 -0.412 -3.914 -1.063  0.3194
H37 1.293 -0.490 4.233  0.2571
H38 0.291 0.105 5.572  0.4586
H39 1.102 1.240 4.487  0.3659
H40 -1.827 1.387 5.016  0.3920
H41 -4.087 2.087 4.692  0.4120
H42 -5.032 0.870 3.832  0.3478
H43 -4.578 2.365 3.016  0.3546
H44 -3.746 0.468 1.322  0.6260
H45 -3.440 -1.697 -0.318  0.6066
H46 -2.038 -2.785 -0.347  -0.0442
H47 -1.560 -1.647 -2.459  0.6828

***

Entry from the Open Molecules 2025 dataset: a structure of composition C42H47AsCrN6S4Si2 (the ωB97M-V functional and the def2-TZVPD basis).

LUMO energy (alpha / beta) ... 0.150 / 0.150 Ha
Electronic energy ... -7409.2343 a.u.
Multiplicity ... 5
HOMO level (alpha / beta) ... -1.99 / -1.99 eV
Net charge ... -2
HOMO-LUMO gap (alpha / beta) ... 6.066 / 6.069 eV

Last column: Mulliken charge in e.
Positions of all 103 atoms, in Å:
Cr1 -0.172 -0.299 0.082  1.4149
C1 -0.697 1.456 3.430  -1.4083
Si1 0.013 -0.061 2.457  0.7039
C2 -0.649 -1.530 3.512  -1.1606
C3 1.901 -0.015 2.835  -0.1045
C4 2.358 0.121 4.149  -0.4967
C5 3.710 0.099 4.459  -0.6729
C6 4.637 -0.063 3.438  -0.8441
C7 4.196 -0.183 2.127  -0.3910
C8 2.840 -0.157 1.794  0.4367
Si2 2.253 -0.333 -0.054  0.8104
C9 3.491 0.853 -0.984  -1.1681
C10 3.156 -1.942 -0.604  -0.8208
H1 -0.855 1.218 4.486  0.4867
H2 -1.654 1.780 3.011  0.2566
H3 -0.006 2.302 3.377  0.2679
H4 -0.407 -1.423 4.575  0.5253
H5 -0.206 -2.459 3.151  0.2081
H6 -1.737 -1.617 3.415  0.2435
H7 1.638 0.244 4.956  0.2565
H8 4.042 0.202 5.488  0.3531
H9 5.698 -0.101 3.664  0.3467
H10 4.936 -0.310 1.341  0.1127
H11 4.519 0.677 -0.655  0.4360
H12 3.291 1.917 -0.846  0.0998
H13 3.450 0.649 -2.059  0.3125
H14 4.222 -1.892 -0.352  0.3981
H15 3.078 -2.072 -1.690  0.3829
H16 2.734 -2.821 -0.127  -0.2222
S1 -1.930 1.319 -0.676  -0.4930
C11 -3.542 0.722 -0.361  0.2206
C12 -4.611 1.616 -0.224  -0.7098
C13 -5.897 1.157 0.001  -0.5816
C14 -6.149 -0.207 0.106  -0.7842
C15 -5.098 -1.102 -0.025  -0.5351
C16 -3.802 -0.661 -0.276  -0.2524
As1 -2.227 -1.804 -0.260  1.1153
C17 -3.125 -3.545 -0.152  0.2776
C18 -3.165 -4.182 1.087  -0.3919
C19 -3.814 -5.397 1.235  -0.5216
C20 -4.433 -5.989 0.142  -0.5180
C21 -4.383 -5.370 -1.099  -0.6709
C22 -3.730 -4.154 -1.244  -0.2617
C23 -1.787 -1.835 -2.181  0.0244
C24 -2.378 -0.982 -3.110  -0.4183
C25 -1.938 -0.952 -4.424  -0.7131
C26 -0.906 -1.785 -4.837  -0.4644
C27 -0.316 -2.646 -3.924  -0.6141
C28 -0.745 -2.663 -2.604  -0.0864
H17 -4.410 2.678 -0.291  0.4159
H18 -6.710 1.867 0.107  0.3441
H19 -7.153 -0.568 0.295  0.3740
H20 -5.283 -2.167 0.064  0.3424
H21 -2.651 -3.725 1.924  0.1924
H22 -3.825 -5.892 2.198  0.3811
H23 -4.947 -6.936 0.256  0.3272
H24 -4.853 -5.841 -1.955  0.3775
H25 -3.684 -3.673 -2.215  0.3741
H26 -3.186 -0.331 -2.805  0.3591
H27 -2.395 -0.266 -5.128  0.3905
H28 -0.562 -1.760 -5.865  0.3377
H29 0.485 -3.305 -4.236  0.4139
H30 -0.274 -3.325 -1.887  0.2354
C29 1.771 3.502 1.153  -0.4455
N1 2.266 4.882 0.978  0.0425
C30 1.195 5.797 1.372  -0.7348
N2 -0.034 5.599 0.603  0.0059
C31 -0.465 4.197 0.782  -0.5048
N3 0.569 3.255 0.364  0.4880
C32 0.853 3.500 -1.047  -0.6620
N4 1.338 4.877 -1.276  0.0100
C33 2.528 5.080 -0.449  -0.7350
C34 0.292 5.790 -0.812  -0.6883
H31 1.549 3.341 2.210  0.0496
H32 2.549 2.798 0.857  0.0232
H33 1.539 6.826 1.223  0.3512
H34 0.977 5.646 2.433  0.3655
H35 -1.359 4.014 0.187  0.2417
H36 -0.697 4.034 1.837  0.0940
H37 -0.068 3.353 -1.614  0.2521
H38 1.603 2.793 -1.397  0.1545
H39 2.900 6.099 -0.604  0.3144
H40 3.299 4.373 -0.763  0.4026
H41 -0.608 5.616 -1.408  0.3443
H42 0.623 6.823 -0.964  0.3519
S2 1.538 -9.220 -0.370  -0.4730
C35 1.539 -7.584 -0.048  0.1388
S3 0.062 -6.718 0.281  -0.0967
C36 0.964 -5.161 0.373  -0.2908
N5 2.224 -5.361 0.177  -0.6191
N6 2.563 -6.685 -0.038  0.3989
C37 3.944 -6.898 -0.260  0.3438
C38 4.568 -8.141 -0.126  -0.4138
C39 5.929 -8.259 -0.363  -0.6573
C40 6.695 -7.161 -0.720  -0.3546
C41 6.078 -5.922 -0.829  -0.6243
C42 4.722 -5.784 -0.601  -0.1804
S4 0.180 -3.701 0.684  0.0262
H43 3.997 -9.005 0.158  0.2341
H44 6.399 -9.230 -0.260  0.3327
H45 7.758 -7.267 -0.900  0.3626
H46 6.664 -5.051 -1.096  0.3686
H47 4.241 -4.819 -0.675  0.5335

***

Question: Among the records above, which one has the highest electronic energy?
Answer: C42H46N5O6Pt

***

Question: What is the formula in the second record?
Answer: C42H47AlNO5PSTe

***

Question: Among the records above, which one has the highest electronic energy?
Answer: C42H46N5O6Pt